[1]
# C3H4N2O

A 2-piece molecular cluster, C3H4N2O overall at a distorted geometry (wB97M-V/def2-TZVPD, OMol25).

XYZ file:
```
10
Properties=species:S:1:pos:R:3:forces:R:3
C -0.270 0.179 0.215 -0.6 0.5 -1.7
C -0.719 0.404 -2.175 -2.5 1.6 -0.3
C 0.548 0.078 2.460 1.7 -0.5 5.5
N 0.067 0.051 1.334 0.3 -0.4 -0.3
N 0.131 -0.389 -2.443 0.1 0.9 1.9
O -1.571 1.105 -1.770 1.0 -0.6 -1.4
H -0.212 -0.588 -0.542 0.0 -0.6 0.9
H 0.025 -0.213 3.385 -0.6 0.2 -0.9
H 1.596 0.224 2.757 -0.2 0.3 -1.2
H 0.404 -0.852 -3.222 0.8 -1.3 -2.6
```
Forces are in eV/Å.

Its orbital gap is 8.5 eV. Its charge is 0. The value obtained for the LUMO energy is 0.030 hartree. Its multiplicity is 1.

[2]
# C4H9N

One molecule with the formula C4H9N at a distorted geometry (wB97M-V/def2-TZVPD, OMol25).

XYZ file:
```
14
Properties=species:S:1:pos:R:3:forces:R:3
C -2.358 -0.224 -0.141 -1.0 0.5 0.3
C -0.879 -0.190 0.306 1.6 1.1 -0.6
C 0.078 0.698 -0.219 -1.3 -3.3 2.0
C 1.461 0.446 0.384 1.8 1.3 -1.5
H -2.511 0.729 -0.914 0.1 -2.8 1.9
H -2.636 -1.307 -0.617 0.5 2.9 1.0
H -3.080 -0.038 0.827 1.7 -0.5 -2.5
H -0.446 -0.953 1.142 -1.4 1.8 -2.1
H -0.061 1.507 -0.968 -0.2 -0.9 0.6
H 1.969 1.449 0.444 0.0 -1.0 -0.4
H 1.405 0.196 1.401 -0.5 -0.6 1.4
H 2.597 -0.249 -1.168 0.2 -0.5 -0.2
H 2.016 -1.485 -0.254 -0.4 -0.4 -0.2
N 2.445 -0.580 -0.223 -1.1 2.5 0.4
```
Forces are in eV/Å.

Its orbital gap is 10.2 eV. Its charge is 0. The value obtained for the LUMO energy is 0.042 hartree. Its multiplicity is 1.

[3]
# CH3Br2PS

CH3Br2PS as an isolated structure (wB97M-V/def2-TZVPD, OMol25).

XYZ file:
```
8
Properties=species:S:1:pos:R:3:forces:R:3
C -0.876 0.355 2.135 -0.2 0.0 -0.2
P 0.276 -0.038 -1.758 0.1 0.0 0.1
S 0.717 -1.972 -1.206 0.0 -0.2 -0.3
Br 0.177 -1.014 1.506 0.0 0.0 0.5
Br -0.328 2.119 1.962 0.0 0.0 0.0
H -1.941 0.182 2.102 0.0 0.1 0.1
H 1.537 0.561 -1.607 0.2 0.2 0.1
H 0.438 -0.193 -3.134 -0.2 -0.1 -0.4
```
Forces are in eV/Å.

Its orbital gap (alpha / beta) is 8.3 / 6.2 eV. Its charge is 0. The value obtained for the LUMO energy (alpha / beta) is -0.027 / -0.075 hartree. Its multiplicity is 1.

[4]
# C2H5N2

A 2-piece molecular cluster, C2H5N2 overall at a distorted geometry (wB97M-V/def2-TZVPD, OMol25).

XYZ file:
```
9
Properties=species:S:1:pos:R:3:forces:R:3
C -0.260 -0.083 -0.279 -1.2 -0.4 1.3
C 0.921 0.862 -0.114 -0.8 -1.3 0.0
N 0.898 -0.554 -0.489 -0.8 -0.7 -0.4
N -1.560 -0.105 -0.042 3.1 -1.2 -0.5
H 0.862 1.479 -0.954 1.6 1.7 -0.7
H 1.165 1.008 0.912 0.1 1.1 0.6
H 1.967 -2.334 0.962 -0.2 0.4 -0.4
H -2.056 0.751 -0.072 -0.9 0.6 0.0
H -1.937 -1.025 0.076 -1.0 -0.2 0.2
```
Forces are in eV/Å.

Its orbital gap (alpha / beta) is 12.3 / 6.6 eV. Its charge is +1. The value obtained for the LUMO energy (alpha / beta) is -0.161 / -0.324 hartree. Its multiplicity is 1.

The calculation returns the following energy relative to the best compared isomer or geometry (same formula, charge and spin) values, one per record and in order: 4.389, 2.086, 5.044, 5.939 eV.